1.
{"formula": "C13H12N2O4", "method": "ωB97M-V/def2-TZVPD", "smiles": "COC(=O)C(=O)c1nc(-c2ccccc2C)[nH]c1O", "homo_lumo_gap_ev": 8.120, "homo_ev": -8.48, "e_lumo_ev": -0.36, "energy_ha": -913.05698, "elements": ["H", "C", "H", "O", "C", "N", "C", "H", "H", "N", "H", "C", "C", "O", "O", "H", "H", "H", "H", "H", "C", "C", "C", "C", "C", "C", "C", "H", "C", "H", "O"], "positions_angstrom": [[1.4548, 0.6068, -1.6743], [-1.1381, -0.0763, -2.0818], [-2.8634, 0.2761, -5.5401], [-0.3034, -1.7147, 2.9738], [-0.3013, -0.1484, -0.8584], [1.0260, 0.1976, -0.8609], [1.5776, -0.0319, 0.3612], [3.5213, -1.3903, 5.6915], [2.7399, 0.2144, 5.6909], [-0.6340, -0.5294, 0.3634], [-0.1905, -1.8489, -2.9133], [2.5779, -0.8628, 5.7684], [-2.0313, 0.9825, -2.3078], [1.6110, -1.2656, 4.7719], [2.8864, 0.2654, 0.5894], [-3.3275, 1.9364, -3.7101], [2.2193, -1.1041, 6.7596], [-2.5046, 1.6208, -0.3374], [-2.8980, 2.8550, -1.5560], [-1.2100, 2.5918, -1.1454], [-1.5154, -0.8957, -4.3271], [1.7730, -0.7587, 3.5004], [-2.6623, 1.0804, -3.5515], [-0.9030, -1.0474, -3.0539], [0.5456, -0.4935, 1.1712], [0.5972, -0.9840, 2.5875], [-2.1855, 2.0689, -1.2795], [-1.2708, -1.6823, -5.0639], [-2.3953, 0.1559, -4.5893], [3.0614, 0.1173, 1.5289], [2.7431, -0.1351, 3.0925]], "forces_ev_per_a": [[0.5, -0.1, 0.2], [0.4, -0.4, 0.1], [-0.2, 0.0, -0.5], [0.7, 0.8, 0.2], [-0.2, -0.3, 2.8], [0.6, 0.1, -0.9], [0.7, 0.7, 0.7], [0.2, -0.1, -0.6], [0.1, -0.1, 0.0], [0.5, -0.3, -0.1], [-0.1, 0.0, 0.2], [0.3, 0.4, -0.3], [0.0, 0.2, -0.7], [0.3, 0.8, -1.8], [-1.4, -0.2, -1.7], [0.2, -0.4, -0.1], [-0.7, -0.1, -0.1], [0.2, 0.2, 0.1], [0.0, -0.4, -0.1], [-0.6, -0.4, 0.2], [0.3, -0.8, 0.5], [1.0, 0.5, 1.3], [0.3, -0.3, -0.3], [-0.8, 1.1, -1.4], [0.1, 0.5, -0.5], [-2.5, -1.9, -1.4], [0.4, 0.3, 0.2], [-0.3, 0.7, 0.2], [0.5, 0.1, 1.7], [-0.1, 0.0, 0.6], [-0.4, -0.8, 1.5]], "mulliken_charge": [0.24, 0.34, 0.42, -0.55, 0.01, 0.02, 0.35, 0.29, 0.30, -0.60, 0.44, -0.66, 0.84, -0.25, -0.63, 0.32, 0.26, 0.33, 0.39, 0.29, -0.45, 0.58, -0.61, -0.63, 0.54, 0.33, -1.34, 0.33, -0.65, 0.46, -0.72]}

2.
{"formula": "C13H12N2O4S", "method": "ωB97M-V/def2-TZVPD", "smiles": "O=C(O)c1ccc(S(=O)(=O)NCc2cccnc2)cc1", "homo_lumo_gap_ev": 9.369, "homo_ev": -9.57, "e_lumo_ev": -0.20, "energy_ha": -1311.25917, "elements": ["C", "H", "N", "C", "C", "C", "H", "C", "C", "C", "H", "O", "H", "S", "H", "C", "H", "H", "C", "O", "H", "C", "C", "H", "C", "H", "C", "O", "H", "H", "O", "N"], "positions_angstrom": [[2.3905, -0.2446, -1.3278], [-2.0542, 0.0716, 0.3134], [-2.7785, -2.2080, 3.5609], [2.9028, 1.7225, -4.5055], [1.0229, -0.4329, -1.3842], [0.8908, 0.7600, -3.4434], [-2.1294, -2.2171, 1.6225], [-2.0698, -0.2235, 2.4343], [3.0221, 0.4548, -2.3406], [2.2697, 0.9618, -3.3984], [-3.3991, -2.0375, 5.4947], [2.3019, 2.1996, -5.4339], [0.3359, 1.1586, -4.2791], [0.2055, -1.2861, -0.0397], [4.5922, 2.3374, -5.1273], [0.2648, 0.0583, -2.4300], [0.4421, -0.0237, 1.7968], [-0.7966, -0.1302, -2.4403], [-2.8110, -0.1190, 4.7070], [-1.0241, -1.8405, -0.5240], [4.0889, 0.6116, -2.3219], [-2.3231, 0.5213, 3.5791], [-3.0203, -1.4878, 4.6433], [-1.5467, 1.4982, 1.2583], [-1.4995, 0.4054, 1.1924], [-3.0215, 0.4312, 5.6111], [-2.3160, -1.5950, 2.4881], [4.2314, 1.8369, -4.3784], [-2.1457, 1.5885, 3.5845], [2.9381, -0.6632, -0.4986], [1.1557, -2.1263, 0.6260], [-0.1197, 0.0178, 0.9607]], "forces_ev_per_a": [[0.1, -0.1, 0.1], [-0.1, 0.2, 0.1], [-0.1, -0.5, 0.0], [-0.2, 0.3, -0.5], [-0.2, -0.3, 0.2], [0.2, 0.1, 0.0], [0.0, 0.0, -0.1], [-0.1, 0.1, 0.2], [-0.1, 0.1, -0.1], [-0.1, -0.2, 0.2], [0.0, 0.0, 0.1], [0.0, 0.0, 0.1], [-0.1, 0.0, 0.0], [0.3, 0.6, 0.2], [-0.3, -0.1, 0.0], [-0.1, 0.0, -0.1], [0.2, -0.1, 0.1], [-0.1, 0.0, -0.1], [0.0, 0.0, 0.0], [-0.1, 0.3, -0.1], [0.1, 0.0, 0.0], [0.0, -0.2, -0.1], [0.0, 0.3, 0.3], [-0.1, -0.2, 0.0], [-0.3, 0.1, -0.1], [0.0, 0.0, 0.1], [0.1, 0.3, -0.2], [0.5, -0.1, 0.2], [0.0, 0.1, 0.0], [0.2, 0.0, 0.1], [0.1, 0.3, 0.0], [0.3, -0.7, -0.5]], "mulliken_charge": [-0.69, 0.36, -0.61, 0.55, 0.37, -0.82, 0.53, 0.56, -0.74, 0.33, 0.36, -0.58, 0.43, 1.37, 0.35, -0.27, 0.33, 0.48, -0.33, -0.65, 0.44, -0.58, -0.34, 0.41, -0.85, 0.38, -0.23, -0.45, 0.36, 0.46, -0.74, -0.21]}

The calculation returns the following ΔE to the lowest compared entry with this formula, charge and spin values, one per record and in order: 0.1 17.4 kcal/mol.